[1]
{
  "formula": "C2H4N4O2",
  "method": "ωB97M-V with the def2-TZVPD basis set",
  "total_charge": 0,
  "e_tot_ha": -447.94001,
  "molar_mass_g_mol": 116.08,
  "de_lowest_kcal_mol": 101.9,
  "multiplicity": 1,
  "homo_lumo_gap_ev": [7.91, 7.80],
  "species": ["C", "C", "N", "N", "N", "N", "O", "O", "H", "H", "H", "H"],
  "coordinates": [[-0.215, 0.684, -0.205], [-2.136, -0.409, -0.047], [-0.628, 1.805, -0.526], [1.240, -1.072, -0.859], [0.876, -0.118, -0.123], [1.178, -0.374, 1.239], [-2.226, -0.511, 1.103], [-2.467, -0.380, -1.155], [0.030, 2.573, -0.583], [1.067, -1.221, -1.858], [1.527, -1.358, 1.309], [1.753, 0.381, 1.705]],
  "atomic_forces_ev_per_a": [[-0.514, 0.924, -1.342], [-1.561, -0.009, 0.491], [0.123, -0.178, 0.794], [1.824, -2.157, -0.641], [-0.300, -0.060, 1.195], [0.738, 0.183, 1.023], [0.612, -0.293, 1.431], [0.357, -0.183, -1.756], [0.480, 0.126, -0.371], [-0.847, 1.510, 0.564], [-0.151, 1.462, -0.236], [-0.762, -1.325, -1.151]],
  "nbo_charge": [0.3309, 0.9784, -0.6104, -0.5519, 0.0300, -0.6392, -0.5285, -0.5291, 0.3547, 0.3762, 0.4033, 0.3855]
}

---

[2]
{
  "formula": "C2H4N4O5",
  "method": "ωB97M-V with the def2-TZVPD basis set",
  "total_charge": -2,
  "e_tot_ha": -673.41759,
  "molar_mass_g_mol": 164.08,
  "multiplicity": 1,
  "homo_lumo_gap_ev": [5.71, 3.94],
  "species": ["C", "C", "N", "N", "N", "N", "O", "O", "O", "O", "O", "H", "H", "H", "H"],
  "coordinates": [[0.387, 1.367, -0.094], [-0.806, -0.669, -0.072], [0.578, 2.615, -0.072], [-1.747, -1.613, 0.525], [2.942, -0.004, 0.946], [-1.396, -0.779, -1.441], [4.033, -0.570, 1.331], [-2.718, -0.637, -1.454], [-0.076, 3.628, 0.421], [-2.939, -1.320, 0.507], [-0.701, 0.616, 0.372], [1.176, 0.797, -0.453], [0.115, -1.203, -0.047], [2.115, -0.484, 1.386], [-0.964, -1.743, -1.854]],
  "atomic_forces_ev_per_a": [[-1.903, -0.870, 0.773], [-1.850, -2.036, -0.877], [-1.763, 1.645, 1.171], [1.129, -0.908, 0.966], [-1.104, 0.797, -0.773], [0.928, -1.438, -0.974], [0.989, -0.710, 0.532], [0.868, 0.187, -1.543], [0.966, -1.915, -0.879], [-0.026, 0.679, 0.663], [0.485, 3.666, 0.451], [1.563, -1.007, -0.690], [1.073, -0.104, -0.077], [0.227, -0.147, 0.187], [-1.581, 2.161, 1.070]],
  "nbo_charge": [0.3201, 0.2386, -0.0498, -0.1148, -0.4971, -0.2756, -0.6475, -0.5907, -0.3346, -0.3628, -0.5036, 0.2028, 0.1559, 0.1917, 0.2674]
}

---

[3]
{
  "formula": "C2H4N4OS",
  "method": "ωB97M-V with the def2-TZVPD basis set",
  "total_charge": 0,
  "e_tot_ha": -770.88089,
  "molar_mass_g_mol": 132.15,
  "de_lowest_kcal_mol": 98.6,
  "multiplicity": 1,
  "homo_lumo_gap_ev": [7.26, 7.27],
  "species": ["C", "C", "N", "N", "N", "N", "O", "S", "H", "H", "H", "H"],
  "coordinates": [[0.124, 0.779, 0.051], [0.027, -0.495, -0.493], [1.167, 1.419, -0.640], [2.403, 0.947, -0.688], [-0.902, 1.584, 0.422], [0.741, -1.588, -0.378], [4.514, -0.220, -0.010], [3.116, 0.064, 0.448], [-0.871, 2.657, 0.385], [-1.801, 1.252, 0.150], [1.591, -1.838, 0.173], [0.683, -2.229, -1.266]],
  "atomic_forces_ev_per_a": [[1.978, 2.013, -2.149], [-0.123, -1.937, 0.721], [-0.225, -0.382, 1.485], [-0.027, -0.323, 0.797], [-0.339, 1.596, 0.439], [-0.248, -0.977, -3.029], [-1.767, 0.120, 0.895], [1.316, 0.514, -1.800], [0.767, -2.566, -0.108], [-0.611, -0.348, 0.132], [-0.693, 0.899, 0.187], [-0.030, 1.391, 2.428]],
  "nbo_charge": [0.2548, 0.1358, -0.2932, -0.4558, -0.7701, -0.7150, -0.8883, 1.1294, 0.4214, 0.3934, 0.3792, 0.4084]
}

---

[4]
{
  "formula": "C2H4N4OS",
  "method": "ωB97M-V with the def2-TZVPD basis set",
  "total_charge": 0,
  "e_tot_ha": -770.81127,
  "molar_mass_g_mol": 132.15,
  "de_lowest_kcal_mol": 142.3,
  "multiplicity": 1,
  "homo_lumo_gap_ev": 7.85,
  "species": ["C", "C", "H", "H", "H", "H", "N", "N", "N", "N", "O", "S"],
  "coordinates": [[-0.488, 1.504, 0.768], [0.085, 0.242, -0.913], [0.571, -0.747, 2.894], [1.221, 1.115, 2.468], [-1.156, 2.160, 1.598], [-0.454, -2.121, 0.183], [0.364, 0.363, 2.640], [-0.186, 0.304, 1.328], [-0.413, 1.468, -0.607], [0.602, -0.336, 0.318], [0.820, -1.707, 0.393], [-0.431, -0.613, -2.198]],
  "atomic_forces_ev_per_a": [[-3.175, 0.329, -1.307], [-0.789, -1.476, 1.854], [0.097, 4.173, -0.791], [-1.914, -3.391, 1.406], [2.316, -1.083, -2.985], [4.885, 1.074, 0.347], [2.142, -0.776, -0.804], [1.162, -0.664, 0.301], [-0.188, 2.024, 4.222], [1.009, -0.423, -1.674], [-6.226, 0.655, -0.310], [0.682, -0.441, -0.259]],
  "nbo_charge": [0.2403, 0.1361, 0.4147, 0.3734, 0.2546, 0.4037, -0.6609, -0.1376, -0.4588, -0.0267, -0.4848, -0.0540]
}

---

[5]
{
  "formula": "C2H4N4S",
  "method": "ωB97M-V with the def2-TZVPD basis set",
  "total_charge": 0,
  "e_tot_ha": -695.63809,
  "molar_mass_g_mol": 116.15,
  "de_lowest_kcal_mol": 121.6,
  "multiplicity": 1,
  "homo_lumo_gap_ev": [7.51, 7.51],
  "species": ["C", "C", "N", "N", "N", "N", "S", "H", "H", "H", "H"],
  "coordinates": [[0.363, 0.990, 0.032], [-0.002, -0.019, 1.235], [-0.345, 0.670, -1.223], [0.198, -1.313, 0.772], [-0.485, -0.580, -1.577], [0.205, -1.810, -0.273], [-1.257, -0.947, -2.934], [0.200, 2.048, 0.271], [1.477, 0.920, 0.106], [0.740, 0.053, 2.066], [-1.095, -0.014, 1.526]],
  "atomic_forces_ev_per_a": [[0.346, -1.495, 1.796], [-0.780, 2.991, -0.214], [0.183, -1.733, -0.199], [0.874, -2.757, -1.109], [1.101, 3.575, 1.633], [-0.688, 0.075, -0.591], [-0.097, -0.907, -0.009], [-0.533, -0.429, -0.019], [-0.487, -0.204, -1.171], [-1.159, 0.459, -0.247], [1.241, 0.425, 0.131]],
  "nbo_charge": [-0.2778, -0.3018, -0.2632, -0.0617, -0.2592, 0.1825, 0.0666, 0.2274, 0.1962, 0.2383, 0.2525]
}

---

[6]
{
  "formula": "C2H4N4S",
  "method": "ωB97M-V with the def2-TZVPD basis set",
  "total_charge": 0,
  "e_tot_ha": -695.73005,
  "molar_mass_g_mol": 116.15,
  "de_lowest_kcal_mol": 63.9,
  "multiplicity": 1,
  "homo_lumo_gap_ev": 9.79,
  "species": ["C", "C", "H", "H", "H", "H", "N", "N", "N", "N", "S"],
  "coordinates": [[-0.408, 1.659, -0.566], [-0.782, -0.181, 0.119], [1.943, -0.530, 0.796], [2.203, -1.473, -0.606], [-0.395, 2.772, -0.891], [-2.589, -1.514, 1.088], [1.404, -1.046, 0.121], [0.445, -0.128, -0.484], [0.836, 1.123, -0.682], [-1.369, 0.989, 0.117], [-1.287, -1.669, 0.989]],
  "atomic_forces_ev_per_a": [[3.012, 5.473, -0.139], [-0.930, -1.440, 1.039], [0.031, 0.420, 0.219], [-3.179, 1.861, 2.013], [-0.843, -2.015, 0.902], [-0.674, 0.721, -0.264], [1.841, -1.691, -3.006], [2.475, -3.933, 3.074], [-3.786, 1.043, -1.583], [0.564, -0.536, -1.729], [1.489, 0.098, -0.525]],
  "nbo_charge": [0.1449, 0.2332, 0.3640, 0.3780, 0.2003, 0.1384, -0.6626, -0.0881, -0.2894, -0.4736, 0.0550]
}

---

[7]
{
  "formula": "C2H4N6",
  "method": "ωB97M-V with the def2-TZVPD basis set",
  "total_charge": 0,
  "e_tot_ha": -406.89789,
  "molar_mass_g_mol": 112.10,
  "smiles": "[H]/N=c1/nn[nH]n1N=C",
  "de_lowest_kcal_mol": 137.4,
  "multiplicity": 1,
  "homo_lumo_gap_ev": 8.86,
  "species": ["H", "N", "C", "N", "N", "N", "N", "N", "C", "H", "H", "H"],
  "coordinates": [[-0.424, -1.350, -0.809], [0.345, -2.077, -0.121], [0.350, -1.090, 0.710], [0.767, -1.002, 1.968], [0.671, 0.131, 2.431], [0.365, 1.007, 1.350], [-0.074, 0.332, 0.226], [0.576, 0.756, -1.032], [-0.488, 0.583, -1.893], [-0.415, 1.523, 1.627], [-0.017, 0.860, -2.908], [-1.655, 0.327, -1.549]],
  "atomic_forces_ev_per_a": [[2.906, -3.841, 1.036], [-3.666, 4.282, -0.618], [-0.342, -0.413, -5.493], [1.004, -1.396, 2.819], [-0.122, 1.258, -1.704], [0.608, 0.850, 0.701], [1.583, -2.046, 1.939], [-6.052, -1.766, -1.007], [3.481, 1.413, 1.345], [-1.018, 1.720, 1.107], [-1.890, -0.779, 1.037], [3.509, 0.717, -1.162]],
  "nbo_charge": [0.3341, -0.5281, 0.4079, -0.2266, 0.0986, -0.3006, -0.2638, -0.2059, -0.1515, 0.3664, 0.2269, 0.2427]
}

---

[8]
{
  "formula": "C2H4N6",
  "method": "ωB97M-V with the def2-TZVPD basis set",
  "total_charge": 0,
  "e_tot_ha": -407.05440,
  "molar_mass_g_mol": 112.10,
  "smiles": "[H]/N=C\\n1nn/c(=N\\[H])[nH]1",
  "de_lowest_kcal_mol": 39.2,
  "multiplicity": 1,
  "homo_lumo_gap_ev": 9.20,
  "species": ["H", "N", "C", "N", "N", "N", "C", "N", "H", "N", "H", "H"],
  "coordinates": [[-0.214, 1.427, 2.161], [0.822, 1.253, 2.306], [1.327, 0.587, 1.381], [0.653, -0.057, 0.330], [1.290, -0.179, -0.857], [0.454, -0.415, -1.777], [-0.866, -0.418, -1.220], [-1.988, -0.721, -1.673], [-1.933, -1.147, -2.641], [-0.719, 0.007, 0.138], [2.368, 0.415, 1.232], [-1.193, -0.751, 0.621]],
  "atomic_forces_ev_per_a": [[1.405, -0.565, 0.270], [-1.462, 0.770, 0.199], [-0.573, -0.020, -0.653], [0.313, 0.040, -0.281], [-1.184, -0.426, -0.331], [0.493, 0.085, 0.209], [0.736, 0.711, 0.332], [-0.336, -1.116, -1.946], [0.050, 0.902, 1.433], [-0.348, -0.666, -0.354], [0.885, -0.053, 0.352], [0.022, 0.338, 0.770]],
  "nbo_charge": [0.3547, -0.6167, 0.2660, -0.1332, 0.0757, -0.2530, 0.4673, -0.6697, 0.3709, -0.4581, 0.1912, 0.4050]
}

---

[9]
{
  "formula": "C2H4NO2",
  "method": "ωB97M-V with the def2-TZVPD basis set",
  "total_charge": -1,
  "e_tot_ha": -283.68904,
  "molar_mass_g_mol": 74.06,
  "de_lowest_kcal_mol": 139.3,
  "multiplicity": 1,
  "homo_lumo_gap_ev": 8.05,
  "species": ["O", "C", "O", "C", "N", "H", "H", "H", "H"],
  "coordinates": [[1.911, -1.053, 1.217], [1.324, -0.238, 0.451], [1.933, 0.641, -0.296], [-0.303, -0.174, 0.104], [-1.619, 0.700, -0.484], [-0.104, 0.668, -0.645], [-0.797, 0.400, 0.945], [-1.775, 0.183, -1.392], [-0.570, -1.126, 0.101]],
  "atomic_forces_ev_per_a": [[-2.934, 1.195, -1.136], [3.792, 1.936, -2.151], [-1.360, -1.500, 1.602], [0.616, 2.775, 5.114], [0.035, 0.334, -3.202], [-0.981, 0.304, -1.190], [1.834, -1.705, 0.687], [0.325, 0.772, 0.633], [-1.328, -4.111, -0.356]],
  "nbo_charge": [-0.7156, 0.8052, -0.8070, -0.7229, -0.8070, 0.4617, 0.2886, 0.2861, 0.2109]
}

---

[10]
{
  "formula": "C2H4NO2",
  "method": "ωB97M-V with the def2-TZVPD basis set",
  "total_charge": 1,
  "e_tot_ha": -283.42451,
  "molar_mass_g_mol": 74.06,
  "de_lowest_kcal_mol": 82.6,
  "multiplicity": 1,
  "homo_lumo_gap_ev": 9.26,
  "species": ["C", "C", "N", "O", "O", "H", "H", "H", "H"],
  "coordinates": [[2.449, 0.116, -0.122], [-1.292, -0.844, -0.645], [-1.319, 0.123, 0.424], [3.605, 0.108, -0.247], [1.362, -0.003, 0.150], [-1.335, -0.298, -1.675], [-1.585, -0.342, 1.284], [-1.562, 1.187, 0.485], [-0.324, -0.046, 0.346]],
  "atomic_forces_ev_per_a": [[6.694, -0.499, -0.196], [-1.292, 0.442, -2.102], [-2.158, 1.322, -0.226], [-1.562, 0.499, -0.422], [-4.790, -0.012, 0.550], [0.094, -0.401, 1.699], [-0.096, -0.124, 0.495], [0.415, -1.975, -0.785], [2.695, 0.749, 0.987]],
  "nbo_charge": [1.0725, 0.2230, -0.8220, -0.4238, -0.6093, 0.1573, 0.4605, 0.4602, 0.4817]
}

---

[11]
{
  "formula": "C2H4NO2",
  "method": "ωB97M-V with the def2-TZVPD basis set",
  "total_charge": 1,
  "e_tot_ha": -283.40596,
  "molar_mass_g_mol": 74.06,
  "smiles": "[NH3+][C@H]1OC1=O",
  "de_lowest_kcal_mol": 94.3,
  "multiplicity": 1,
  "homo_lumo_gap_ev": 10.12,
  "species": ["N", "C", "O", "C", "O", "H", "H", "H", "H"],
  "coordinates": [[1.051, -0.180, -0.319], [-0.100, 0.247, 0.507], [-0.979, 1.154, -0.183], [-1.453, -0.018, 0.076], [-2.682, -0.882, -0.045], [0.749, -0.705, -1.159], [1.688, -0.781, 0.229], [1.582, 0.652, -0.640], [0.143, 0.513, 1.533]],
  "atomic_forces_ev_per_a": [[0.203, 0.053, -0.338], [-0.114, -0.286, 0.612], [-0.268, 0.874, -0.510], [-8.829, -6.895, -0.569], [9.000, 6.372, 0.738], [0.096, 0.134, 0.293], [-0.162, 0.124, -0.171], [-0.108, -0.340, 0.133], [0.182, -0.036, -0.189]],
  "nbo_charge": [-0.6965, 0.0894, -0.3367, 0.7242, -0.4569, 0.4735, 0.4745, 0.4712, 0.2574]
}

---

[12]
{
  "formula": "C2H4NO2",
  "method": "ωB97M-V with the def2-TZVPD basis set",
  "total_charge": 1,
  "e_tot_ha": -283.31102,
  "molar_mass_g_mol": 74.06,
  "de_lowest_kcal_mol": 153.8,
  "multiplicity": 1,
  "homo_lumo_gap_ev": [11.14, 7.94],
  "species": ["C", "C", "N", "O", "O", "H", "H", "H", "H"],
  "coordinates": [[-1.447, 0.234, -0.121], [-0.143, -0.311, -0.190], [1.024, 0.291, 0.439], [-2.195, 1.047, -0.420], [-1.228, -0.746, 0.728], [-0.156, -1.764, -2.387], [1.398, 1.191, 0.082], [1.725, -0.489, 0.417], [1.022, 0.548, 1.453]],
  "atomic_forces_ev_per_a": [[0.477, 0.691, -1.101], [-1.008, -0.403, 0.519], [2.056, -0.725, 1.539], [-2.045, 1.493, -0.478], [1.618, -1.081, 0.547], [0.076, 0.252, 0.430], [-0.230, -0.717, -1.023], [0.133, 1.121, -0.238], [-1.077, -0.630, -0.196]],
  "nbo_charge": [0.7040, 0.3105, -0.7662, -0.3949, -0.3653, 0.0780, 0.4823, 0.4776, 0.4739]
}